Entry from the OMol25 dataset: a single C6H9NO3 molecule (ωB97M-V/def2-TZVPD).

Values from the calculation:
ΔE to the lowest compared entry with this formula, charge and spin: 3.2533 eV

Positions of all 19 atoms, in Å:
O -0.19604 -2.53130 -0.23642
O -1.90321 1.88373 -0.22346
O 0.18199 1.24385 -0.00625
N -2.83066 -0.65470 0.19703
C -1.47108 -0.42826 -0.00197
C 1.11409 0.13661 0.00157
C 1.96529 0.21958 -1.23219
C -1.03425 0.91710 -0.04575
C 1.84669 0.01480 1.33959
C -0.45053 -1.38055 -0.06229
H -3.22715 -1.61163 -0.00383
H 2.61754 -0.90041 1.37110
H 2.41576 0.95057 1.74718
H 2.45625 -0.74421 -1.16119
H 1.19275 0.33650 -2.05599
H -3.43392 -0.02936 -0.40959
H 2.53903 1.17594 -1.13134
H 1.07544 -0.23242 2.11514
H -2.85799 1.63415 -0.20137

Entry from the OMol25 dataset: a single C4H6N2O molecule (ωB97M-V/def2-TZVPD).

Values from the calculation:
ΔE to the lowest compared entry with this formula, charge and spin: 5.1332 eV

Positions of all 13 atoms, in Å:
O 0.75192 -0.77272 0.80894
N -0.98312 1.52937 -0.88916
N -1.69775 0.33078 0.93200
C -1.86129 1.29841 0.04989
C -0.06659 -0.25104 -0.05629
C 2.06872 -1.12397 0.36187
C -0.14523 0.45619 -1.18146
H 1.97156 -1.91973 -0.38073
H 0.11646 0.28139 -2.24050
H -2.60006 0.05508 1.38318
H 2.57684 -1.50912 1.24722
H 2.61773 -0.27529 -0.06321
H -2.75979 1.90725 0.00006

Entry from the OMol25 dataset: a molecular structure, C18H16BCrF4N4S (ωB97M-V/def2-TZVPD).

Values from the calculation:
2S+1: 5
ΔE to the lowest compared entry with this formula, charge and spin: 0.4569 eV
Charge: -1

Positions of all 45 atoms, in Å:
Cr 0.05397 0.21333 1.03703
S 0.59180 1.04448 -1.07658
F -3.55191 2.20250 -1.18578
F -3.44890 -0.00136 -1.84345
F -5.02170 1.40662 -2.76968
F -2.79257 1.66255 -3.29256
N 0.35786 -1.48148 0.04624
N -0.15248 -1.56307 -1.24495
N -0.62725 -0.25538 -3.07958
N 1.77524 -0.49348 1.94250
C 1.37558 -2.25550 0.41860
C 3.38544 -4.92908 -1.33504
C -1.72860 -0.41486 2.29631
C 2.09901 -1.77904 1.53976
C -0.13174 -0.40189 -1.81640
C 0.74011 -4.37592 -0.71298
C -2.20373 0.27463 1.15190
C 3.06138 -3.76679 -0.64957
C 2.44829 0.06081 2.95850
C 3.75721 -1.90726 3.28739
C 2.38899 -5.81919 -1.70563
C 3.44744 -0.57317 3.65078
C 1.06437 -5.53564 -1.39568
C 3.09030 -2.49869 2.25560
C 1.73791 -3.48314 -0.31934
C -0.93552 0.47892 3.04860
C -1.72089 1.60059 1.21227
C -0.92254 1.73081 2.37587
B -3.71948 1.32301 -2.27049
H 2.64021 -6.72417 -2.24475
H 3.83682 -3.05874 -0.38512
H -2.79320 -0.12188 0.33712
H 4.51311 -2.45962 3.83148
H -0.40119 2.61964 2.69656
H 4.41800 -5.13197 -1.59120
H 0.27948 -6.21856 -1.69567
H 2.15393 1.07158 3.21977
H -1.22056 -1.03326 -3.33465
H -1.10626 0.62684 -3.23119
H -0.29114 -4.13683 -0.49278
H -1.91008 2.34580 0.45686
H -0.39634 0.23655 3.95148
H 3.95883 -0.06635 4.45572
H 3.29700 -3.52132 1.97316
H -1.89211 -1.45709 2.52164

Entry from the OMol25 dataset: 8 unconnected molecules or ions with the total composition C14H42FO7 (ωB97M-V/def2-TZVPD).

Values from the calculation:
ΔE to the lowest compared entry with this formula, charge and spin: 4.1724 eV
Charge: -1

Positions of all 64 atoms, in Å:
F -0.34433 0.22627 -0.09554
O -3.01265 -3.96182 -2.16657
O -4.90224 2.08353 0.40065
O -0.09376 4.09673 -2.97764
O 1.37801 2.95053 3.59506
O 1.51333 -0.74864 -4.60177
O 3.64940 -1.91957 0.87846
O -2.15593 -3.20357 2.79088
C 3.16718 -0.37031 -6.34297
C 1.28319 3.59953 5.86189
C -2.02311 -4.97492 4.45053
C -2.86945 -5.36864 -2.00525
C 4.70197 -0.94578 0.91024
C 0.93853 5.04041 -2.90507
C 6.00134 -1.61616 0.55290
C 0.61351 2.81142 4.74469
C 0.95493 5.90892 -4.17487
C 2.86176 -0.37010 -4.85919
C -6.69424 3.36194 1.40197
C -1.43134 -5.79251 -2.40567
C -5.25417 2.79845 1.53439
C -1.23906 -3.91818 3.61346
H 1.89509 4.56047 -2.69832
H -2.56477 -3.55981 -1.41865
H 2.94646 -1.36895 -6.71996
H -3.56050 -5.81791 -2.71848
H -1.61931 -2.54693 2.34091
H -0.40228 3.18112 4.60469
H 2.54820 0.39440 -6.81219
H 6.00995 -1.98515 -0.47271
H 0.44086 1.76763 5.00696
H 4.49734 -0.12107 0.22755
H 3.09865 0.61100 -4.44758
H 1.41039 4.67398 5.72956
H -6.75200 4.19379 0.69999
H 6.22821 -2.41238 1.26189
H -0.47969 -4.37842 2.98129
H -2.59761 -5.68629 3.85724
H 1.62521 6.75978 -4.05295
H 1.10994 5.22167 -5.00659
H -1.15239 -5.43852 -3.39813
H 2.85734 -1.42558 0.65437
H -1.32501 -6.87707 -2.42847
H -2.69345 -4.48597 5.15740
H 3.58244 -1.06082 -4.42144
H -3.98410 1.81840 0.49202
H -4.55879 3.63156 1.63669
H 0.68085 3.41852 6.75213
H -5.22158 2.16646 2.42189
H -7.33489 2.55262 1.05173
H 0.98240 2.37858 2.93326
H 4.19213 -0.11390 -6.61095
H -0.66907 -3.26962 4.27874
H 0.78368 5.61863 -1.99415
H 4.81888 -0.60855 1.94014
H -1.30323 -5.64359 4.92249
H -3.12248 -5.66311 -0.98674
H 0.01696 3.42359 -2.30220
H -0.73759 -5.38268 -1.67159
H 1.44528 -0.63704 -3.65070
H -0.01440 6.35189 -4.40349
H -7.16548 3.60199 2.35507
H 6.73630 -0.81740 0.65247
H 2.30922 3.28713 6.05624

Entry from the OMol25 dataset: a single C4H8O3 molecule (ωB97M-V/def2-TZVPD).

Values from the calculation:
ΔE to the lowest compared entry with this formula, charge and spin: 1.2477 eV

Positions of all 15 atoms, in Å:
O -0.35074 1.76718 0.51668
O 0.22813 0.35116 -1.15944
O 0.28263 0.05892 2.35180
C 0.14614 -0.44414 1.06433
C -0.47702 1.16867 -2.09138
C 0.97476 -1.69559 0.84133
C 0.07069 0.70077 0.11286
H 0.63346 -2.45291 1.55559
H 0.02821 0.99689 2.24760
H -0.00746 1.00524 -3.05870
H 0.80489 -2.06945 -0.16937
H -0.92895 -0.66492 0.75540
H 2.05079 -1.56176 0.99648
H -1.51960 0.83797 -2.10968
H -0.43451 2.21415 -1.78965

Entry from the OMol25 dataset: 2 unconnected molecules or ions with the total composition C3HCl3 (ωB97M-V/def2-TZVPD).

Values from the calculation:
ΔE to the lowest compared entry with this formula, charge and spin: 4.0038 eV

Positions of all 7 atoms, in Å:
Cl 1.79852 1.02833 -1.96493
Cl -2.49112 -2.18207 0.64394
Cl -1.75840 -0.03975 -1.06887
C -1.22601 -0.95356 0.23160
C 0.92221 0.77623 0.81742
C 1.33798 0.91192 -0.28796
H 1.41682 0.45890 1.62879

Entry from the OMol25 dataset: 2 unconnected molecules or ions with the total composition C2H6BrNS (ωB97M-V/def2-TZVPD).

Values from the calculation:
ΔE to the lowest compared entry with this formula, charge and spin: 3.6971 eV

Positions of all 11 atoms, in Å:
Br -0.63533 2.84615 -0.27665
S 1.28057 2.43019 -0.96229
N 0.67196 -0.43835 0.05559
C -0.09916 -0.81737 -0.98730
C -0.03605 -0.28066 1.26528
H -1.11407 -0.68583 -0.84686
H 0.60522 0.07687 2.08850
H -0.54880 -1.29916 1.60269
H -0.77868 0.41070 1.08804
H 0.48393 -0.34717 -1.84646
H 0.17040 -1.89536 -1.18055

Entry from the OMol25 dataset: 2 unconnected molecules or ions with the total composition C2HFN2O2 (ωB97M-V/def2-TZVPD).

Values from the calculation:
ΔE to the lowest compared entry with this formula, charge and spin: 7.7272 eV

Positions of all 8 atoms, in Å:
F -1.04537 -0.03782 1.65254
O 1.56122 2.19667 0.94797
O -0.59774 -2.73826 -0.83397
N -0.31742 -1.63490 -1.13536
N 0.68625 1.44166 1.16705
C -0.41655 1.02431 1.39029
C -0.03319 -0.60183 -1.59626
H 0.16279 0.35017 -1.59226

Entry from the OMol25 dataset: a single C5H8O2 molecule (ωB97M-V/def2-TZVPD).

Values from the calculation:
ΔE to the lowest compared entry with this formula, charge and spin: 6.1858 eV

Positions of all 15 atoms, in Å:
O -0.70316 -0.49274 1.47035
O 0.08502 0.91641 -1.33857
C -1.51699 0.28189 0.67242
C 1.05430 0.67675 -0.40503
C 1.39515 -0.69145 -0.00412
C 0.64412 -0.48713 1.24303
C -1.05783 0.13601 -1.34485
H 1.10417 -1.51261 -0.64300
H 1.13384 -0.77137 2.17562
H -1.18410 1.30744 0.59694
H -2.50643 0.22040 1.16898
H 2.45144 -0.75563 0.27601
H 1.68373 1.55103 -0.30048
H -1.68123 0.54883 -2.17402
H -0.91556 -0.94163 -1.43674

Entry from the OMol25 dataset: a single C2H2N4S2 molecule (ωB97M-V/def2-TZVPD).

Values from the calculation:
ΔE to the lowest compared entry with this formula, charge and spin: 4.5424 eV

Positions of all 10 atoms, in Å:
S -1.46410 1.21991 -0.16384
S 0.35459 -1.50142 4.16427
N 0.78206 -0.51435 -0.61196
N 0.23353 -0.43674 0.53201
N 0.51687 -0.84094 1.65163
N -0.03439 -0.90632 2.73864
C -0.62382 1.09789 -1.60993
C 0.44870 0.20803 -1.65295
H -1.10980 1.65504 -2.51579
H 0.89635 0.01891 -2.53208

Entry from the OMol25 dataset: a molecular structure, C42H41N5P2RuSSe2 (ωB97M-V/def2-TZVPD).

Values from the calculation:
2S+1: 6
ΔE to the lowest compared entry with this formula, charge and spin: 0.0000 eV
Charge: -1

Positions of all 94 atoms, in Å:
Ru -2.04495 1.16778 -0.51406
Se -2.46596 -0.09691 -2.59548
Se 4.93304 1.41998 -1.37280
S -2.39330 -0.42299 1.26874
P 0.45774 -1.49086 -0.73254
P 3.92633 0.47434 0.23106
N -1.63772 2.63474 -1.59046
N 0.55954 2.20277 0.51036
N 0.02053 1.08920 0.02409
N -4.08055 1.93559 -0.04219
N 1.84298 2.03273 0.66513
C 5.44601 1.77837 4.37276
C 4.11127 1.43304 4.21430
C -5.96481 -1.96421 0.08616
C 2.95690 -2.26437 -4.55065
C 0.88648 -2.14275 1.92482
C -7.99416 3.01572 1.33959
C 1.67800 -3.81458 0.40470
C 2.15786 0.77837 0.26062
C 4.31759 -1.30747 0.30580
C 1.94294 -4.65712 1.47571
C 1.46464 -3.02510 -2.82485
C 5.12537 -3.29187 -0.79531
C 4.82608 -3.28325 1.58749
C 0.97940 0.15029 -0.15045
C 1.52695 -1.78116 -2.18930
C 1.16634 -2.97827 2.99386
C -6.62055 2.66755 0.84461
C 4.69966 -1.97290 -0.85455
C 1.68708 -4.24715 2.77439
C 5.81632 1.41567 2.02534
C 3.62787 1.07592 2.96403
C -5.17554 1.49495 -0.66722
C 5.20330 -3.94279 0.42654
C 4.37296 -1.97544 1.52840
C 2.18984 -3.27279 -3.97885
C -4.23287 2.74681 1.00396
C -0.53106 4.65711 -2.24427
C 4.48189 1.06058 1.86518
C 6.29732 1.77141 3.27667
C -4.61756 -1.64021 0.14017
C -5.47481 3.13636 1.47180
C -6.44829 1.83627 -0.25460
C -6.33555 -0.78553 2.13656
C -4.98717 -0.45999 2.19062
C -6.83568 -1.53624 1.08078
C 2.26547 -0.76900 -2.79594
C 2.97621 -1.00915 -3.96435
C 1.14042 -2.54726 0.61056
C -4.10450 -0.87242 1.18901
C -0.89096 3.22359 -2.66092
C 0.39699 2.43352 -2.93288
C -1.75662 3.25325 -3.92803
H -7.30184 1.42806 -0.78087
H 2.30852 0.21678 -2.35535
H 2.58358 0.82116 2.84024
H 6.46564 1.42515 1.15819
H 0.15371 1.40196 -3.19001
H -7.94901 3.66473 2.21316
H 0.04307 5.14924 -3.03343
H -2.00843 2.23856 -4.23952
H 5.41417 -3.80057 -1.70664
H -5.53935 3.78802 2.33378
H -7.88831 -1.78859 1.03512
H 0.95773 -2.64139 4.00220
H -3.94601 -1.97090 -0.64214
H -1.43709 5.23606 -2.05552
H 3.51900 -2.45419 -5.45680
H 1.89361 -4.90668 3.60857
H -6.33543 -2.55684 -0.74234
H -8.53659 2.10862 1.61247
H 7.33709 2.05003 3.39415
H 3.56089 -0.20667 -4.39694
H 2.14004 -4.24943 -4.44516
H 5.82034 2.06180 5.34887
H -3.32240 3.07533 1.48934
H -6.99923 -0.44681 2.92451
H 0.93842 2.88859 -3.76691
H 0.06772 4.63577 -1.33317
H 5.55438 -4.96672 0.47543
H 0.44244 -1.17199 2.11086
H 4.08272 -1.47274 2.44068
H 3.43950 1.44993 5.06327
H 2.36732 -5.63671 1.28900
H 1.05025 2.44310 -2.06003
H -8.57048 3.52273 0.56392
H -4.59890 0.13322 3.01004
H 4.69102 -1.44212 -1.79712
H -2.68418 3.79797 -3.74156
H 4.87333 -3.78974 2.54279
H -4.99807 0.83811 -1.50919
H 0.82510 -3.80329 -2.42474
H 1.91176 -4.15247 -0.59579
H -1.21476 3.74881 -4.73748

Entry from the OMol25 dataset: 2 unconnected molecules or ions with the total composition C3H12N2S (ωB97M-V/def2-TZVPD).

Values from the calculation:
2S+1: 2
ΔE to the lowest compared entry with this formula, charge and spin: 0.5428 eV
Charge: +1

Positions of all 18 atoms, in Å:
S -1.69849 0.50036 -1.03829
N 2.05669 -0.55181 1.17846
N 1.92787 1.26798 -0.50092
C -2.22672 0.45792 0.69008
C -1.43425 -1.23912 -1.49280
C 1.28377 0.46944 0.55834
H 2.50773 2.00910 -0.12629
H 2.54757 0.65433 -1.01806
H -3.02750 1.19886 0.69629
H -2.62260 -0.52066 0.92426
H 0.40078 0.02546 0.06487
H -0.41130 -1.27794 -1.85958
H -2.29142 -1.48367 -2.10801
H -1.42714 0.79974 1.34233
H -1.50553 -1.85324 -0.60063
H 0.86165 1.21251 1.23202
H 2.99648 -0.24282 1.37905
H 2.06241 -1.42644 0.67889